Below is C39H95O20P as an isolated structure in a non-equilibrium geometry, with properties calculated with the ωB97M-V functional and the def2-TZVPD basis.

The geometry in XYZ format:
```
155
Properties=species:S:1:pos:R:3:forces:R:3
C -1.128363 -3.330174 -1.502000 1.20 -1.37 0.25
O -0.709093 -2.006624 -1.710890 -0.12 1.15 -2.26
P -0.991093 -1.268964 -3.171930 -1.40 -1.03 0.22
O -2.348563 -1.460034 -3.729670 2.23 -0.15 0.43
O -0.608893 0.302086 -2.800800 6.98 -5.27 -8.99
C 0.704507 0.598736 -2.422750 2.00 -1.32 -2.06
O 0.249287 -1.775844 -4.022600 -0.16 0.30 -0.08
C 0.143337 -3.046924 -4.667930 -0.30 -1.13 -0.56
H -0.265293 -3.972294 -1.677740 0.25 -0.18 0.08
H -1.891243 -3.754724 -2.154590 -0.48 0.73 0.01
H -1.378093 -3.420054 -0.444820 0.19 -0.12 -0.63
H 1.289797 0.756466 -3.328660 0.25 0.52 0.11
H 1.127747 -0.242814 -1.874340 -0.12 0.23 -0.57
H 0.607897 1.463266 -1.765980 1.27 -1.30 -1.57
H 0.119677 -2.943894 -5.752800 0.37 0.34 0.10
H -0.757783 -3.622814 -4.457160 -0.41 0.54 0.40
H 0.935307 -3.729184 -4.359050 0.42 0.53 -0.01
C 3.194767 1.138676 2.893100 0.48 1.06 2.07
O 4.465077 1.188386 2.257050 -0.46 1.19 1.70
C 5.571917 1.363076 3.145180 1.18 -2.39 0.51
C 6.979787 1.207636 2.438200 -0.96 1.49 0.54
O 7.259597 -0.086794 2.005240 0.44 -0.44 -0.08
C 8.197177 -0.141364 0.920320 -0.47 0.08 -0.69
H 3.093917 0.232876 3.490990 0.03 -0.21 0.01
H 2.355677 1.173486 2.198250 0.45 0.65 0.57
H 3.083737 1.987366 3.568010 -0.01 0.25 0.18
H 5.560437 0.521766 3.838110 -0.21 -0.36 0.29
H 5.558137 2.212456 3.828170 -0.26 0.71 -0.61
H 7.796097 1.607926 3.039460 -0.08 -0.11 0.68
H 6.878327 1.906186 1.607640 1.52 0.25 0.89
H 8.661317 -1.119844 0.796880 -0.30 -0.21 0.66
H 9.020197 0.572386 0.956420 -0.04 0.30 0.56
H 7.663337 0.038116 -0.012900 -0.05 0.15 -0.07
C -5.164753 -0.393894 1.770610 -3.18 0.99 -1.12
O -4.344343 -1.501494 1.822850 -3.24 -2.05 1.96
C -4.282053 -2.212244 0.604330 -4.50 -4.56 -1.58
C -3.321273 -3.430134 0.705890 -1.65 -0.69 1.04
O -3.750543 -4.351234 1.668890 -0.14 -0.80 1.05
C -5.014563 -4.963034 1.433080 0.12 0.31 -0.43
H -5.103433 0.397886 2.517220 0.82 -0.62 0.31
H -6.181933 -0.774524 1.863120 -0.41 0.22 -0.14
H -5.101993 0.109546 0.805880 0.05 -0.13 0.48
H -3.952863 -1.622974 -0.251530 -1.87 -1.45 2.27
H -5.255653 -2.596934 0.300660 -0.74 -0.07 0.60
H -2.352153 -3.014564 0.981960 -0.83 -1.97 0.74
H -3.162563 -3.987994 -0.216980 -0.69 0.42 -0.49
H -5.177683 -5.851144 2.043610 0.51 0.22 0.31
H -5.087083 -5.302264 0.399750 -0.01 0.04 -0.31
H -5.829653 -4.264284 1.621460 -0.08 0.03 0.05
C -2.404723 -1.323624 0.571410 6.00 2.82 -0.90
O -2.113903 0.033796 0.320600 2.60 -2.30 8.71
C -0.890983 0.336606 -0.351120 7.91 -3.90 6.25
C 0.371117 -0.170084 0.360620 -0.15 -1.41 0.19
O 1.586547 0.379556 -0.169930 -4.76 -9.73 3.95
C 2.654437 -0.275874 0.457190 0.72 0.08 -1.12
H -3.292373 -1.242994 1.198860 4.66 1.42 0.32
H -1.566853 -1.876304 0.996400 0.44 1.19 -0.54
H -2.674393 -1.915134 -0.303510 2.41 1.42 -0.89
H -0.713143 1.407366 -0.450820 1.78 -3.28 3.01
H -0.906943 -0.010954 -1.384100 3.08 -0.84 4.52
H 0.422177 -1.242064 0.170010 -0.21 0.16 0.06
H 0.480067 -0.053494 1.438880 -0.76 0.23 0.43
H 3.483557 -0.073644 -0.220860 -1.01 0.06 0.94
H 2.491777 -1.352954 0.496550 -0.56 1.47 -0.36
H 2.912217 0.127296 1.436530 -0.40 -1.28 -1.39
C -1.608533 -1.958564 3.361210 -0.60 0.86 1.45
O -1.841483 -0.741274 4.005690 0.97 -0.69 1.32
C -2.837413 0.006126 3.425800 -0.32 2.18 0.57
C -3.135533 1.257656 4.353390 -0.50 -2.38 -0.95
O -2.036563 2.074886 4.440660 1.05 1.04 -0.38
C -2.109303 2.971326 5.532440 -0.47 -0.86 0.30
H -2.510523 -2.569734 3.329740 -0.14 -0.27 -0.10
H -0.786153 -2.509114 3.818020 -1.85 1.23 1.74
H -1.230093 -1.816984 2.348860 -0.30 0.67 0.73
H -3.719843 -0.599104 3.218160 0.66 0.51 1.31
H -2.454143 0.341536 2.462100 -0.31 0.47 -0.18
H -3.413253 0.862176 5.330410 0.04 -0.14 0.38
H -4.026523 1.760886 3.977890 -0.16 0.39 -0.25
H -2.289673 2.340486 6.402840 0.24 0.17 0.55
H -2.980043 3.624766 5.478410 -0.02 0.34 -0.31
H -1.188793 3.541316 5.658450 -0.08 -0.16 -0.31
C 4.123317 -3.216554 -0.240860 1.93 -0.63 -2.19
O 4.269097 -1.805234 -0.322410 2.75 -1.38 0.51
C 4.565107 -1.338474 -1.632500 -0.80 -1.29 -0.26
C 4.799127 0.156106 -1.878140 1.10 -0.03 -0.70
O 5.847627 0.793326 -1.149410 -0.83 -0.58 -0.40
C 5.348797 1.207786 0.124690 0.62 -0.25 0.37
H 4.769217 -3.683314 -0.984520 0.21 -0.06 -0.35
H 3.114807 -3.528784 -0.512050 -0.30 -0.10 0.13
H 4.448967 -3.640684 0.708960 0.00 0.38 -0.47
H 3.681917 -1.728264 -2.138590 -0.49 0.83 -1.15
H 5.335737 -1.931794 -2.124650 0.73 0.04 0.54
H 3.870057 0.723766 -1.929920 0.05 0.19 0.45
H 5.179767 0.168266 -2.899440 -0.12 -0.10 -0.29
H 6.111347 1.600676 0.797200 -0.86 -0.91 -2.55
H 4.836277 0.413036 0.666700 1.21 -0.09 -0.97
H 4.613557 2.005576 0.019580 1.50 -1.23 0.41
C -2.481783 5.561056 -5.715920 1.14 -1.74 0.55
O -2.066143 4.654676 -4.667040 0.17 -1.02 -1.92
C -1.923833 5.246396 -3.434850 0.26 0.63 0.41
C -1.090893 4.467436 -2.412330 -2.40 -0.24 0.16
O -1.906183 3.420166 -1.801410 1.07 0.34 -0.89
C -1.137233 2.492396 -1.057060 -1.00 7.39 -1.12
H -1.709973 6.316836 -5.861580 -0.32 0.64 0.36
H -3.502263 5.904496 -5.546300 0.12 0.33 -0.12
H -2.381203 4.944346 -6.609030 -0.60 0.04 -0.08
H -2.950063 5.467356 -3.141350 0.13 0.43 1.04
H -1.326423 6.140066 -3.615270 -0.15 0.75 0.40
H -0.869813 5.140146 -1.583670 0.48 0.35 -0.20
H -0.187013 4.134746 -2.922640 -0.10 -0.36 0.12
H -1.696693 1.605546 -0.759400 2.73 8.92 -1.93
H -0.745273 2.914936 -0.131900 -1.33 -0.01 -0.13
H -0.329053 2.055036 -1.643290 -1.52 2.43 0.01
C -6.829033 -1.297734 -4.250830 0.44 -0.33 0.73
O -5.673403 -1.045394 -3.446700 -0.44 0.00 -0.06
C -5.881333 -0.139164 -2.338030 0.43 -0.85 -1.47
C -4.605163 -0.144324 -1.496150 0.16 1.25 -1.15
O -3.515023 0.372206 -2.211330 -1.46 1.48 -0.66
C -2.267803 0.481596 -1.513680 -10.53 -1.32 -5.98
H -7.254803 -0.392104 -4.682880 -0.01 0.11 -0.01
H -7.580853 -1.847814 -3.684900 -0.40 0.31 0.44
H -6.595223 -2.019364 -5.033560 0.58 0.37 -0.16
H -6.789403 -0.446354 -1.819230 0.07 -0.21 0.62
H -6.103763 0.847826 -2.743570 0.28 0.34 0.05
H -4.364763 -1.134424 -1.108850 -1.06 1.06 -2.23
H -4.784203 0.488426 -0.626860 -0.10 0.21 -0.12
H -2.055283 -0.510024 -1.114180 -2.81 -0.88 -4.03
H -2.278343 1.194796 -0.689460 -9.42 -4.18 -1.44
H -1.458943 0.732066 -2.200060 -6.53 3.10 1.17
C 2.251787 4.485246 -0.037540 0.08 0.63 -1.02
C 1.305277 3.479546 -0.686150 1.59 0.53 1.98
C 2.087417 2.203166 -0.414290 1.45 5.68 -1.21
O 3.467557 2.590986 -0.591380 -2.17 2.09 -1.72
C 3.599057 4.009376 -0.576380 -1.39 0.51 0.00
H 2.231977 4.485016 1.052280 -0.28 0.05 -0.03
H 1.995467 5.446116 -0.483790 0.23 0.49 0.64
H 1.241027 3.648876 -1.761000 0.06 0.05 0.12
H 0.315947 3.471546 -0.228720 2.20 1.04 -0.35
H 1.763147 1.402356 -1.078850 2.77 3.26 -0.60
H 2.007697 1.836536 0.609100 0.13 1.87 -0.10
H 3.623137 4.401396 -1.593160 0.64 -0.11 -0.25
H 4.448747 4.367106 0.005150 0.20 -0.39 -0.05
C 1.321157 -3.204674 1.577420 0.15 -1.49 -2.35
C 0.621367 -3.275604 2.863520 0.43 -0.28 -0.54
C 1.415597 -2.226184 3.651910 -0.32 -0.32 -0.31
O 2.733327 -2.173684 3.035240 -0.99 1.49 2.21
C 2.740337 -2.927734 1.891860 0.23 -1.04 -0.24
H 0.995257 -2.425954 0.887860 -0.31 -0.12 0.74
H 1.170657 -4.101934 0.977110 0.21 -0.36 0.02
H 0.674677 -4.282474 3.277630 -0.01 0.06 0.21
H -0.403323 -2.956124 2.673670 1.99 -1.94 -0.55
H 1.405617 -2.473314 4.713480 0.72 0.11 0.06
H 0.921477 -1.260704 3.543350 0.07 0.31 0.01
H 3.324357 -3.816154 2.132120 0.03 -0.40 -0.29
H 3.140867 -2.427174 1.010310 0.13 -0.12 2.27
```
Forces are in eV/Å.

* total energy: -92168.300 eV
* 2S+1: 1
* HOMO-LUMO gap: 7.27 eV
* max |F|: 12.54 eV/A
* charge: 0